C29H30As2Cl2I2IrN3O as an isolated structure in a non-equilibrium geometry, computed with the ωB97M-V functional and the def2-TZVPD basis.

Each line ends with the Mulliken charge.
Positions of all 70 atoms, in Å:
Ir1 -0.148 -0.306 -0.201  2.062
I1 -0.669 -0.872 7.225  0.153
C1 -0.926 -0.199 5.178  -0.742
C2 -0.617 1.106 4.838  -0.173
C3 -0.700 1.526 3.503  -0.175
I2 -0.241 3.507 3.173  0.137
C4 -1.119 0.640 2.477  -0.099
O1 -1.036 0.953 1.188  -0.204
C5 -1.604 -0.648 2.909  0.754
C6 -2.324 -1.406 1.883  -1.297
N1 -1.864 -1.316 0.455  -0.894
C7 -1.978 -2.596 -0.279  -1.060
C8 -1.271 -2.523 -1.609  0.632
C9 -1.703 -3.148 -2.780  -0.777
C10 -0.821 -3.146 -3.877  -0.787
C11 0.514 -2.717 -3.707  -0.910
C12 0.856 -2.071 -2.512  -0.192
N2 -0.101 -1.823 -1.583  0.589
C13 -1.477 -1.063 4.242  -0.409
H1 -0.285 1.817 5.606  0.373
H2 -3.417 -1.138 1.909  0.342
H3 -2.282 -2.471 2.123  0.553
H4 -2.539 -0.719 -0.027  0.298
H5 -3.067 -2.772 -0.516  0.352
H6 -1.569 -3.370 0.380  0.445
H7 -2.693 -3.642 -2.842  0.396
H8 -1.207 -3.476 -4.811  0.434
H9 1.214 -2.808 -4.504  0.449
H10 1.869 -1.705 -2.304  0.087
H11 -1.780 -2.091 4.500  0.413
C14 -1.601 1.169 -3.724  -1.111
As1 -1.609 1.158 -1.717  1.058
C15 -3.586 1.480 -1.575  -1.489
C16 -0.807 2.944 -1.377  0.191
C17 -1.552 4.117 -1.571  -0.622
C18 -0.995 5.319 -1.255  -0.753
C19 0.257 5.414 -0.683  -0.741
C20 1.039 4.275 -0.472  -0.864
C21 0.478 3.040 -0.842  0.049
As2 1.469 1.389 -0.608  1.042
C22 2.500 1.456 -2.310  -1.208
C23 2.684 1.758 0.949  -1.152
H12 -0.981 2.014 -4.048  0.319
H13 -2.655 1.368 -4.041  0.412
H14 -1.200 0.250 -4.182  0.319
H15 -3.795 2.499 -1.957  0.492
H16 -3.892 1.418 -0.494  0.302
H17 -4.129 0.735 -2.178  0.431
H18 -2.557 4.077 -1.999  0.226
H19 -1.589 6.218 -1.407  0.410
H20 0.665 6.407 -0.397  0.377
H21 2.031 4.358 -0.082  0.565
H22 1.812 1.951 -2.995  0.363
H23 2.794 0.512 -2.701  0.359
H24 3.360 2.109 -2.147  0.404
H25 2.307 2.707 1.377  0.332
H26 3.757 1.854 0.678  0.326
H27 2.570 0.991 1.710  0.286
Cl1 0.232 -3.858 2.384  -0.227
C24 1.776 -3.189 2.093  0.630
C25 2.814 -3.807 2.736  -0.639
C26 4.105 -3.432 2.372  -0.531
C27 4.337 -2.498 1.372  -0.771
C28 3.296 -1.918 0.658  0.901
Cl2 3.895 -1.334 -0.849  -0.186
C29 1.963 -2.146 1.136  -0.584
N3 0.895 -1.497 0.771  0.102
H28 2.570 -4.569 3.478  0.444
H29 4.958 -3.917 2.857  0.387
H30 5.367 -2.349 1.002  0.398

Spin multiplicity: 6
Total charge: +1
E_tot: -202826.918 eV
Lowest unoccupied orbital energy (spin up / spin down): -2.57 / -6.01 eV
Energy above the lowest of the compared OMol25 structures with the same formula, charge and spin: 128.6 kJ/mol
⟨S²⟩: 8.87